[1]
Computed, not measured: a molecular structure, C43H65BIN4O3P3SiSm at a distorted geometry, with ωB97M-V with the def2-TZVPD basis set.

CARTESIAN COORDINATES (ANGSTROEM)
C1 0.82 5.35 1.80
H1 -2.83 -6.03 1.39
H2 -2.55 -1.14 2.90
C2 -0.56 3.21 -3.92
C3 2.03 0.93 5.00
H3 -4.60 -4.42 -2.10
C4 0.89 5.16 0.44
H4 -3.39 3.28 0.28
H5 -4.21 0.62 -1.67
H6 -3.30 -0.27 0.45
N1 -0.01 3.34 1.42
C5 -2.03 -3.14 -0.24
Sm1 -0.85 0.92 0.94
H7 0.25 3.33 -0.67
H8 0.48 -0.50 -5.39
H9 2.10 3.17 5.02
C6 2.79 -0.76 1.06
N2 1.01 0.65 2.72
C7 0.46 -0.86 -3.26
C8 1.14 1.97 6.61
C9 -3.70 -2.51 -2.65
C10 -2.22 -5.20 1.05
H10 4.57 -4.10 0.20
C11 4.05 -1.05 1.58
H11 -0.54 -0.28 4.79
H12 -4.06 -1.61 -3.14
H13 4.26 3.53 0.21
H14 1.26 5.85 -0.31
H15 -5.31 -0.98 1.53
H16 -1.09 3.51 -3.02
H17 2.23 2.42 -2.68
H18 3.10 -0.50 -2.99
C12 0.65 -3.56 -3.98
C13 -4.82 0.03 -0.98
H19 -4.23 -2.38 1.46
N3 0.27 4.26 2.37
P1 1.93 0.85 1.36
H20 0.33 2.03 3.50
H21 1.85 2.33 -5.15
C14 3.22 2.18 1.55
H22 1.10 6.19 2.42
H23 0.68 4.89 4.49
C15 3.13 0.48 -2.50
H24 0.66 -1.45 5.39
H25 2.88 2.73 -0.54
H26 4.15 0.88 -2.58
H27 4.37 1.83 -0.26
C16 0.46 -1.85 -2.24
O1 -2.76 3.82 -1.53
H28 2.33 -3.65 -0.67
H29 -5.45 -3.54 -3.36
C17 2.80 -2.90 -0.03
C18 -4.91 -3.42 -2.42
P2 0.38 0.90 -2.73
C19 -4.82 -1.69 0.86
H30 2.56 2.97 1.91
C20 4.69 -2.25 1.29
B1 -0.08 4.15 3.89
H31 3.10 1.00 4.84
C21 4.41 2.09 2.50
H32 0.69 2.52 7.44
H33 -1.87 -2.26 2.02
C22 -0.67 -3.00 0.18
C23 -0.15 -3.97 1.05
H34 -0.66 2.28 4.78
H35 -5.61 -3.03 -1.69
C24 -2.04 1.17 -4.04
H36 -5.36 0.73 -0.33
H37 -3.81 -4.34 -0.09
C25 0.54 -3.19 -2.65
H38 0.69 -2.85 -6.02
C26 -3.96 -0.91 -0.13
H39 0.46 3.60 -3.87
C27 -2.70 -3.18 -3.59
O2 -2.12 1.92 -0.50
H40 2.26 -0.75 3.68
C28 -2.77 -4.24 0.20
Si1 0.28 -1.39 -0.36
H41 5.22 1.51 2.07
H42 -0.02 -1.61 3.75
H43 -2.23 -4.04 -3.11
C29 3.71 2.59 0.16
P3 -2.73 -1.76 -1.25
H44 4.54 -0.35 2.23
H45 -5.57 -0.53 -1.56
H46 -3.20 -3.54 -4.50
C30 4.07 -3.17 0.46
H47 2.41 0.65 -5.17
H48 2.91 0.32 -1.45
C31 0.37 3.88 0.25
C32 0.32 -0.90 4.50
C33 -2.78 3.05 -0.59
H49 0.71 -4.60 -4.26
C34 1.39 2.36 5.17
C35 -0.60 1.69 -4.09
H50 -1.90 -2.49 -3.89
H51 3.52 1.95 -4.73
H52 -2.63 1.61 -4.85
H53 -5.60 -2.27 0.35
I1 -2.93 1.56 3.10
H54 -2.50 1.45 -3.09
H55 -2.08 0.08 -4.14
H56 0.49 -3.98 -1.90
H57 -0.15 1.43 -5.05
H58 1.88 -0.04 7.17
H59 -1.25 4.41 4.10
C36 2.48 1.60 -4.64
C37 1.69 0.76 6.47
H60 4.17 1.67 3.47
C38 2.13 1.44 -3.16
C39 0.52 -1.24 -4.60
H61 5.67 -2.46 1.71
H62 -0.48 -5.78 2.16
C40 0.63 -2.58 -4.97
H63 4.80 3.10 2.66
C41 1.45 -0.05 3.93
H64 0.87 -3.87 1.40
H65 -1.06 3.69 -4.77
C42 -0.91 -5.05 1.48
N4 0.19 2.65 4.35
C43 2.11 -1.71 0.26
O3 -1.85 -1.33 2.27

Summary:
- Net charge: -1
- M: 1095.1 g/mol
- HOMO (spin up / spin down): -4.30 / -4.28 eV
- Gap between HOMO and LUMO (spin up / spin down): 6.73 / 6.71 eV
- 2S+1: 6

---

[2]
Computed, not measured: a molecular structure, C43H66CsNOP2Si, with ωB97M-V with the def2-TZVPD basis set.

CARTESIAN COORDINATES (ANGSTROEM)
C1 -2.30 3.57 3.67
C2 -1.12 4.24 -1.12
H1 -4.25 -0.44 0.57
C3 0.39 1.29 1.35
H2 -1.85 4.31 -0.32
C4 2.83 -4.01 -2.59
H3 -3.94 -2.60 -0.83
C5 2.50 1.67 -4.20
C6 1.29 1.22 2.42
C7 -4.89 -2.22 -0.47
C8 3.70 0.16 -1.50
C9 3.75 -2.91 -3.11
H4 4.23 -2.43 -2.25
H5 3.06 -0.11 0.54
C10 0.85 3.74 -3.45
C11 0.58 2.25 0.34
C12 0.86 2.59 -2.64
C13 -4.70 -1.41 0.81
H6 1.01 -4.17 -1.42
Si1 -0.51 2.41 -1.26
H7 -8.58 -0.77 -0.60
H8 -1.64 4.53 -2.04
H9 3.77 -1.55 -0.15
C14 5.22 -0.09 0.55
C15 -5.47 -1.40 -1.60
H10 2.06 -2.84 -0.96
P1 1.88 0.07 -1.97
H11 3.68 -1.09 -4.26
H12 -6.81 0.53 0.69
H13 -3.27 3.52 4.17
H14 3.97 2.11 -0.64
Cs1 -2.22 0.03 -2.82
H15 6.31 1.28 -2.37
C16 1.65 3.14 0.50
H16 -2.79 0.97 4.56
H17 3.17 0.87 -4.48
C17 5.88 1.37 -1.37
H18 1.16 0.48 3.20
H19 1.17 -0.80 -4.06
C18 0.87 -1.89 1.51
C19 -7.61 -1.18 -0.32
H20 -0.38 2.65 3.76
C20 0.59 -3.82 3.07
H21 -4.10 1.97 2.31
C21 2.51 3.09 1.58
C22 3.87 -0.46 -0.09
H22 -0.10 -1.06 3.26
H23 1.58 4.76 -5.19
C23 -0.92 -3.60 3.23
H24 4.56 -3.34 -3.70
H25 -3.12 4.13 1.74
H26 3.33 3.80 1.66
H27 -5.71 -0.68 2.56
H28 2.08 -3.68 1.50
H29 -1.91 4.57 3.86
H30 -1.51 3.45 1.68
C24 -0.38 -1.34 2.24
C25 -2.48 3.36 2.17
H31 5.53 -0.86 1.25
P2 -1.03 0.12 1.28
H32 -7.08 -0.43 -2.25
C26 -1.36 2.51 4.22
H33 0.46 -3.02 -3.56
H34 6.31 2.28 -0.94
H35 -3.19 1.85 0.80
O1 -4.80 -1.11 -2.59
H36 -2.99 -0.03 2.53
C27 4.36 1.54 -1.48
H37 -1.46 -4.51 2.96
H38 -1.23 2.64 5.30
H39 2.44 -4.60 -3.43
C28 3.00 -1.88 -3.95
H40 4.26 -0.44 -2.23
C29 -2.29 0.82 2.49
C30 1.74 1.56 -3.04
N1 -6.75 -1.00 -1.48
H41 -6.33 -2.21 1.96
C31 -1.43 -2.45 2.35
H42 -1.16 -3.39 4.27
C32 0.88 -2.44 -2.72
H43 -1.66 -2.81 1.34
H44 7.26 0.30 -0.08
C33 1.04 -3.40 1.68
H45 0.84 -4.86 3.28
H46 1.13 -3.22 3.81
C34 1.67 -3.39 -1.82
H47 -0.34 4.98 -0.93
H48 -5.53 -3.09 -0.27
H49 1.75 -1.38 1.89
H50 1.81 3.90 -0.27
C35 2.34 2.11 2.55
H51 -1.18 0.36 4.30
H52 0.45 -3.94 0.93
H53 3.06 2.89 -5.88
H54 0.81 -1.63 0.45
H55 0.21 4.57 -3.19
H56 -7.76 -2.25 -0.13
C36 1.63 3.86 -4.60
C37 -7.11 -0.49 0.94
H57 0.04 -2.03 -2.16
C38 -5.97 -1.22 1.64
H58 2.68 -2.38 -4.87
C39 1.74 -1.30 -3.27
H59 5.10 0.83 1.13
C40 -3.09 1.99 1.88
H60 3.39 -4.70 -1.95
C41 6.27 0.15 -0.52
H61 -7.95 -0.41 1.64
C42 2.46 2.81 -4.99
H62 4.11 2.12 -2.37
H63 -2.37 -2.07 2.76
H64 3.02 2.05 3.39
C43 -1.89 1.11 3.95
H65 -3.96 -1.93 1.42
H66 6.35 -0.74 -1.16

Summary:
- M: 835.9 g/mol
- HOMO: -5.39 eV
- Gap between HOMO and LUMO: 5.29 eV
- 2S+1: 1

---

[3]
Computed, not measured: 10 unconnected molecules or ions with the total composition C43H71F3O13S3 at a distorted geometry, with ωB97M-V with the def2-TZVPD basis set.

CARTESIAN COORDINATES (ANGSTROEM)
C1 3.93 -2.37 -1.40
C2 -0.07 -4.93 -3.18
C3 1.95 3.87 4.99
H1 2.16 4.93 5.00
C4 -0.67 0.29 -6.39
C5 -0.14 -0.36 2.07
C6 -7.85 -0.81 -0.27
C7 -3.19 -4.53 1.40
H2 -0.54 -0.38 -0.70
H3 -2.45 3.14 5.19
H4 -0.22 5.76 -0.52
C8 0.83 -4.84 -0.94
C9 -3.27 0.04 -1.31
H5 -4.09 3.13 5.64
H6 0.01 1.60 1.33
H7 -3.70 1.54 1.98
H8 1.36 5.63 -1.23
C10 1.83 2.90 -1.81
H9 -0.52 1.67 4.18
H10 1.79 0.11 -4.73
C11 -4.66 -6.35 2.08
H11 7.19 0.94 -2.00
C12 0.22 -1.47 1.05
H12 5.03 -0.78 -0.55
H13 -0.88 -1.84 -6.15
H14 2.71 2.17 0.89
H15 4.39 0.46 1.22
C13 4.67 1.51 1.22
H16 0.02 4.20 4.33
H17 -0.53 -2.27 1.01
H18 -2.71 -6.33 0.22
C14 1.13 -6.18 -1.01
O1 3.87 1.07 -3.43
F1 4.19 3.39 5.64
O2 0.02 -1.08 -4.54
H19 -1.99 -0.81 -5.08
O3 -0.24 4.57 -2.17
C15 0.70 0.78 1.54
H20 -0.01 -0.53 3.14
H21 -4.08 0.46 -1.92
H22 0.95 -1.17 -1.01
O4 -0.13 3.41 0.07
S1 5.20 0.51 -3.40
C16 -1.02 -0.94 -5.55
H23 -0.67 1.85 -4.87
C17 2.69 1.59 5.36
O5 5.88 0.24 -4.64
H24 0.77 1.81 -5.82
H25 -0.03 -3.18 -2.04
H26 1.02 -4.30 -0.03
H27 -2.65 -5.95 2.87
H28 0.28 7.97 -1.91
H29 -3.82 -4.80 3.48
O6 -5.50 -0.53 0.25
C18 -3.30 0.49 3.93
O7 -4.21 -2.42 -0.76
H30 5.80 5.20 1.18
H31 0.74 0.54 -3.44
C19 -3.22 1.64 2.96
O8 -3.78 2.75 3.67
H32 -2.17 -4.16 1.50
C20 0.71 3.41 4.59
H33 5.76 1.95 -1.49
H34 1.64 -6.75 -0.25
H35 -2.25 1.07 5.71
H36 -5.58 -6.11 2.60
C21 -3.38 -5.47 0.25
C22 -3.37 2.58 5.04
C23 -6.42 -0.36 -0.81
H37 3.26 -2.66 -0.59
H38 3.43 -2.61 -2.34
C24 0.74 0.20 -4.47
C25 6.43 3.19 1.23
C26 0.31 5.75 -1.48
H39 -3.87 -3.69 1.33
H40 7.49 3.37 1.26
C27 -3.25 1.10 5.27
C28 2.96 2.94 5.39
O9 -3.27 -1.05 1.21
H41 2.08 1.86 -1.56
C29 0.41 2.03 4.60
H42 -0.48 -4.38 -4.03
H43 -2.86 0.88 -0.74
H44 -2.19 1.85 2.69
H45 4.83 -2.95 -1.22
H46 -4.35 -7.38 2.25
H47 6.70 2.35 -2.91
S2 -4.02 -1.17 -0.07
H48 -1.19 -0.10 1.94
C30 1.38 1.13 5.05
H49 -1.56 0.75 -6.81
O10 -0.73 1.99 -1.96
C31 0.02 6.99 -2.31
C32 0.01 1.17 -5.38
H50 1.16 -1.94 1.34
H51 -7.67 -1.85 0.01
O11 1.16 0.43 0.24
H52 -1.01 7.02 -2.63
H53 3.55 -0.29 -1.50
C33 6.32 1.52 -2.32
H54 2.45 3.69 -1.38
F2 3.15 4.84 0.86
H55 -3.34 -4.98 -0.72
H56 0.58 6.90 -3.24
C34 4.40 -0.97 -1.41
H57 -8.56 -0.68 -1.09
H58 3.46 0.91 5.70
C35 0.23 -4.22 -2.01
H59 -3.98 0.77 6.02
O12 -4.59 -6.13 0.66
H60 -0.06 -6.85 -4.17
H61 1.48 1.11 2.23
H62 1.24 0.07 4.94
H63 -6.15 -0.99 -1.66
C36 0.41 -0.64 -0.23
C37 -3.58 -5.43 2.62
C38 0.74 -6.90 -2.16
H64 -6.52 0.65 -1.19
O13 5.20 -0.96 -2.60
C39 6.01 1.83 1.31
H65 -4.26 0.00 3.78
H66 1.88 2.95 -2.89
H67 -0.02 -0.08 -7.19
C40 5.44 4.18 1.15
H68 6.79 1.09 1.37
C41 3.71 2.52 1.10
F3 0.94 -8.25 -2.23
C42 4.10 3.86 1.05
C43 0.18 -6.26 -3.29
S3 0.00 3.12 -1.36
H69 -2.60 -0.31 3.72
H70 -8.21 -0.16 0.53
H71 -2.45 -0.31 -1.93

Summary:
- Structure (SMILES): CCOS(C)(=O)=O.CCOS(C)(=O)=O.CCOS(C)(=O)=O.Fc1ccccc1.Fc1ccccc1.Fc1ccccc1.C1CCOC1.C1CCOC1.C1CCOC1.C1CCOC1
- M: 949.2 g/mol
- HOMO: -9.05 eV
- Gap between HOMO and LUMO: 9.35 eV
- 2S+1: 1